DFT (wB97M-V/def2-TZVPD) results for a molecular structure, C23H14Br2CuF5N2OS2.

Summary:
multiplicity	2
⟨S²⟩	0.7611
net charge	+1
orbital gap (spin up / spin down)	7.50 / 6.48	eV
HOMO energy (spin up / spin down)	-11.10 / -11.15	eV

The geometry in XYZ format:
```
50
Properties=species:S:1:pos:R:3:lowdin_spin:R:1
Cu -0.770 0.444 -1.147 0.507
Br 5.783 1.477 0.351 0.000
C 3.988 1.233 -0.127 -0.001
C 3.619 1.203 -1.462 0.000
C 2.284 0.985 -1.752 0.000
N 1.358 0.809 -0.814 0.018
C 1.713 0.862 0.472 0.001
C 3.028 1.071 0.861 0.001
C 0.608 0.672 1.463 0.002
C 0.829 0.727 2.832 0.001
C -0.247 0.542 3.687 -0.001
Br 0.013 0.610 5.540 0.000
C -1.510 0.308 3.165 0.001
C -1.637 0.267 1.790 0.001
N -0.611 0.444 0.959 0.031
H 4.341 1.339 -2.252 0.000
H 1.944 0.948 -2.778 0.000
H 3.319 1.104 1.898 0.000
H 1.808 0.917 3.240 0.000
H -2.368 0.164 3.803 0.000
H -2.600 0.084 1.331 0.000
F -6.763 3.312 0.340 0.011
C -5.537 3.113 -0.116 0.033
C -5.068 1.820 -0.312 -0.005
F -5.844 0.776 -0.037 -0.004
C -3.783 1.632 -0.784 0.027
F -3.362 0.362 -0.946 0.010
C -2.923 2.688 -1.066 0.024
S -1.302 2.465 -1.686 0.290
C -3.421 3.974 -0.851 0.029
F -2.659 5.033 -1.098 0.007
C -4.709 4.193 -0.393 -0.006
F -5.154 5.428 -0.207 -0.004
C -1.012 -4.031 -1.272 0.001
S -0.497 -2.493 -0.531 0.001
O -0.873 -1.466 -1.606 0.025
C 1.265 -2.641 -0.574 0.000
C 1.946 -2.606 -1.786 0.000
C 3.326 -2.690 -1.774 0.000
C 4.008 -2.806 -0.567 0.000
C 3.317 -2.839 0.634 0.000
C 1.931 -2.749 0.637 0.000
H -0.415 -4.240 -2.156 0.000
H -2.060 -3.907 -1.531 0.000
H -0.898 -4.817 -0.528 0.000
H 1.402 -2.497 -2.714 0.000
H 3.875 -2.667 -2.705 0.000
H 5.087 -2.870 -0.566 0.000
H 3.853 -2.932 1.568 0.000
H 1.378 -2.758 1.567 0.000
```